C4H9IrN2O2S6 | wB97M-V/def2-TZVPD

Output
HOMO level   -0.261 Eh
Multiplicity   1
Total charge   0
ΔE to the lowest compared entry with this formula, charge and spin   27.2 kJ/mol

```
24
C4H9IrN2O2S6, DFT wB97M-V/def2-TZVPD
Ir -1.795 1.757 0.104
S -2.008 3.998 0.134
S -4.922 4.867 0.108
S -1.940 1.101 2.282
S -0.055 1.368 3.077
S 1.200 0.722 1.600
S 0.448 1.637 -0.134
O -1.728 -0.407 -0.394
O -3.936 2.406 0.086
N -1.896 -2.181 0.971
N -3.732 -1.460 -0.233
C -5.260 1.892 0.301
C -4.662 -2.368 0.404
C -2.433 -1.310 0.105
C -3.727 3.783 0.111
H -4.072 -0.758 -0.868
H -2.400 -2.949 1.373
H -5.691 2.349 1.189
H -5.132 0.824 0.447
H -4.830 -2.114 1.454
H -0.942 -2.010 1.244
H -5.612 -2.320 -0.121
H -4.312 -3.400 0.337
H -5.885 2.108 -0.562
```

Atomic partial charges in e from the Löwdin method, atoms 1 to 6: number 1, Ir, carries 0.4846; number 2, S, carries 0.5921; number 3, S, carries 0.7147; number 4, S, carries 0.0484; number 5, S, carries -0.0637; number 6, S, carries -0.0822

***

C4H9N | wB97M-V/def2-TZVPD

Output
HOMO level   -0.314 Eh
Multiplicity   1
Total charge   0
SMILES   CNC1CC1
ΔE to the lowest compared entry with this formula, charge and spin   135.1 kJ/mol

```
14
C4H9N, DFT wB97M-V/def2-TZVPD
N -1.046 -0.173 0.407
C -0.963 -1.652 0.481
C 1.283 0.394 -0.595
C 0.482 1.667 -0.471
C 0.188 0.536 0.476
H 0.583 0.742 1.490
H -0.246 1.889 -1.322
H -1.624 0.170 -0.345
H -0.589 -1.944 1.457
H 2.321 0.374 -0.277
H -0.372 -2.245 -0.253
H 0.832 2.530 0.143
H 1.123 -0.256 -1.427
H -1.971 -2.033 0.235
```

Atomic partial charges in e from the Löwdin method, atoms 1 to 6: number 1, N, carries -0.0904; number 2, C, carries -0.1260; number 3, C, carries -0.1183; number 4, C, carries -0.1359; number 5, C, carries -0.3754; number 6, H, carries 0.1390

***

C4H9N | wB97M-V/def2-TZVPD

Output
HOMO level   -0.338 Eh
Multiplicity   1
Total charge   0
SMILES   CCN1CC1
ΔE to the lowest compared entry with this formula, charge and spin   166.4 kJ/mol

```
14
C4H9N, DFT wB97M-V/def2-TZVPD
N 0.532 -0.214 -0.632
C 1.839 -0.477 -0.058
C -0.594 -0.617 0.066
C 1.211 0.900 0.036
C -1.888 0.168 -0.160
H -1.919 0.529 -1.185
H -2.895 -0.339 0.032
H 2.580 -0.759 -0.781
H 1.396 1.751 -0.596
H -1.786 1.083 0.427
H -0.671 -1.756 -0.100
H 1.929 -1.015 0.877
H 0.757 1.316 0.942
H -0.491 -0.569 1.131
```

Atomic partial charges in e from the Löwdin method, atoms 1 to 6: number 1, N, carries -0.1469; number 2, C, carries -0.1102; number 3, C, carries -0.3570; number 4, C, carries -0.1276; number 5, C, carries -0.0880; number 6, H, carries 0.0622

***

C4H9N | wB97M-V/def2-TZVPD

Output
HOMO level   -0.340 Eh
Multiplicity   1
Total charge   0
SMILES   C[C@H]1C[C@H]1N
ΔE to the lowest compared entry with this formula, charge and spin   66.6 kJ/mol

```
14
C4H9N, DFT wB97M-V/def2-TZVPD
N -0.901 0.691 1.281
C -0.827 -0.209 -1.045
C -0.478 0.873 -0.096
C 0.607 -0.045 -0.644
C 1.279 -1.050 0.286
H -1.886 0.969 1.324
H 1.857 -1.809 -0.263
H 0.466 -1.537 0.883
H 1.995 -0.514 0.960
H -0.539 1.906 -0.503
H -1.358 -1.085 -0.679
H -1.083 0.098 -2.037
H -0.390 1.291 1.899
H 1.257 0.419 -1.368
```

Atomic partial charges in e from the Löwdin method, atoms 1 to 6: number 1, N, carries 0.0353; number 2, C, carries -0.1104; number 3, C, carries -0.3634; number 4, C, carries -0.3015; number 5, C, carries -0.0836; number 6, H, carries 0.0802

***

It is found that the frontier orbital gap values, taken in the order of the records, are 5.9; 9.8; 10.5; 10.4 eV.